[1]
Molecular formula: C41H32BrCeNOP2S5
Method: DFT, ωB97M-V/def2-TZVPD

The multiplicity is 2. Its strongest force on any atom is 0.0633 hartree/bohr. For the frontier orbital gap (spin up / spin down), the calculation gives 6.666 / 6.671 eV. As for the energy above the lowest of the compared OMol25 structures with the same formula, charge and spin: 0.00 kcal per mole. Its net charge is +1. Its HOMO energy (spin up / spin down) is -10.235 / -10.235 eV. As for the LUMO energy (spin up / spin down): -3.6 / -3.6 eV.

Last column: Löwdin spin population.
CARTESIAN COORDINATES (ANGSTROEM)
Ce -4.3208 -14.3173 10.2259  1.02
Br -7.6202 -13.4642 5.0993  0.00
S -2.0030 -12.9303 9.7699  -0.01
S -2.8829 -14.0683 7.7363  0.00
S -3.2549 -15.9487 8.3651  0.00
S -6.1764 -16.8709 11.7474  0.00
S -3.4097 -11.7526 10.6138  -0.01
P -6.2538 -14.3980 14.2847  0.00
P -7.5215 -19.2685 9.8433  0.00
O -4.9421 -15.8312 11.8783  0.00
N -6.6205 -14.0883 9.1581  0.00
C -8.2405 -21.8312 6.6688  0.00
C -6.7138 -17.1268 13.4035  0.00
C -3.0079 -14.2914 16.9327  0.00
C -3.4829 -19.8614 11.9416  0.00
C -3.6365 -13.9344 14.2460  0.00
C -2.3369 -13.7784 14.6778  0.00
C -9.5486 -13.5906 16.5341  0.00
C -7.0143 -21.9112 6.1285  0.00
C -6.1453 -20.2434 7.7012  0.00
C -10.8137 -20.3341 12.1295  0.00
C -8.5059 -20.9305 7.7331  0.00
C -7.7326 -18.6557 14.9975  0.00
C -4.2937 -14.5749 16.4877  0.00
C -9.7043 -22.3799 11.4885  0.00
C -7.3695 -13.2636 6.9911  0.00
C -4.2386 -18.6989 12.0943  0.00
C -5.9722 -21.1442 6.6367  0.00
C -10.7737 -21.7347 12.1198  0.00
C -5.8717 -19.4201 10.5433  0.00
C -7.8356 -12.0402 17.2236  0.00
C -6.5733 -14.1166 7.7786  0.00
C -6.9486 -16.5491 15.7400  0.00
C -7.4951 -17.7726 16.0324  0.00
C -8.7597 -21.6806 10.7274  0.00
C -8.0922 -12.2392 7.5986  0.00
C -7.5304 -13.2769 9.7339  0.00
C -7.4061 -13.6979 15.4761  0.00
C -1.9688 -14.0504 16.0111  0.00
C -8.7466 -14.1679 15.5288  0.00
C -8.2280 -12.3113 9.0050  0.00
C -5.4200 -18.4505 11.4271  0.00
C -9.8025 -19.6275 11.4456  0.00
C -9.1657 -12.5555 17.3184  0.00
C -6.6313 -16.1627 14.4146  0.00
C -4.0119 -20.9201 11.1647  0.00
C -7.4385 -20.1822 8.3136  0.00
C -5.2041 -20.6342 10.4897  0.00
C -7.2432 -18.3736 13.7056  0.00
C -6.9782 -12.6340 16.3469  0.00
C -8.7950 -20.3001 10.7904  0.00
C -4.6155 -14.3961 15.1259  0.00
H -7.4319 -19.1119 12.9608  0.00
H -3.8335 -13.6784 13.2056  0.00
H -9.0636 -22.4542 6.3306  0.00
H -11.6193 -22.2868 12.5367  0.00
H -3.6684 -21.9273 11.1657  0.00
H -11.5994 -19.8402 12.7235  0.00
H -7.8221 -18.0192 17.0177  0.00
H -5.9105 -12.3549 16.2628  0.00
H -7.5761 -11.1682 17.8227  0.00
H -9.8085 -18.5238 11.4619  0.00
H -4.0011 -17.9719 12.9184  0.00
H -6.8076 -15.7444 16.5214  0.00
H -9.8301 -12.0994 18.0279  0.00
H -2.7417 -14.2992 17.9898  0.00
H -6.0450 -14.9952 7.4035  0.00
H -5.1077 -14.8978 17.1269  0.00
H -5.3582 -19.5950 8.0920  0.00
H -9.1521 -14.9899 14.9274  0.00
H -0.9210 -14.2126 16.3490  0.00
H -10.4903 -14.0600 16.7263  0.00
H -8.5232 -11.4646 6.9430  0.00
H -2.4621 -19.9626 12.4578  0.00
H -1.4211 -13.6578 14.0782  0.00
H -8.0337 -22.2313 10.1031  0.00
H -9.6712 -23.4359 11.4255  0.00
H -5.6752 -21.3888 9.9600  0.00
H -8.2955 -19.5569 15.1193  0.00
H -9.4858 -20.7753 8.1880  0.00
H -6.8057 -22.6431 5.3311  0.00
H -7.6234 -13.3158 10.8278  0.00
H -4.9442 -21.3505 6.2228  0.00
H -9.1442 -11.8176 9.4849  0.00

Forces on atoms 1 to 6 (eV/Å):
-0.31 -0.03 0.41
0.54 -0.08 0.80
0.16 -0.64 -1.06
0.17 1.14 1.19
0.26 -0.49 -0.10
1.18 1.56 -0.63

---

[2]
Molecular formula: C41H32ClN6O4PSTi
Method: DFT, ωB97M-V/def2-TZVPD

The multiplicity is 1. Its strongest force on any atom is 0.0029 hartree/bohr. For the frontier orbital gap, the calculation gives 6.720 eV. As for the energy above the lowest of the compared OMol25 structures with the same formula, charge and spin: 23.97 kcal per mole. Its net charge is +2. Its HOMO energy is -13.535 eV. As for the LUMO energy: -6.8 eV.

Last column: Löwdin charge in e.
CARTESIAN COORDINATES (ANGSTROEM)
Ti 0.2623 0.3790 0.5624  0.87
Cl -3.4861 -3.0646 -5.0578  0.87
S 0.8882 -0.6403 2.8674  0.81
P 1.5106 -1.7270 -0.0428  1.06
O -2.5951 -0.5564 -6.4066  0.11
O -0.6917 1.6652 -2.9682  0.15
O -0.3483 0.5145 -1.1194  -0.20
O -1.5938 1.1638 -5.4474  0.15
N 0.3453 1.9517 2.1003  -0.08
N 2.9485 0.5704 4.0003  0.18
N -1.8219 1.1727 1.0460  0.04
N 1.4614 1.9656 2.9514  0.02
N -1.7967 -1.5413 -1.9914  0.17
N -2.4733 -2.4529 -2.6941  -0.07
C -2.4721 -5.9871 -1.6073  -0.06
C -0.6510 2.6990 2.4213  -0.19
C -0.3854 -3.5538 0.6175  -0.10
C -3.0226 3.1394 1.6887  0.04
C -1.8840 2.3610 1.6789  -0.19
C -4.1068 1.4293 0.4217  0.01
C -4.5628 -4.9733 -0.9679  -0.06
C 1.1303 -4.9026 2.5150  -0.05
C -2.9140 0.7158 0.4392  -0.07
C -4.1509 -3.7670 -1.5154  -0.01
C -0.6263 3.7332 3.4871  0.03
C 4.6379 0.7468 0.3059  -0.15
C 3.6841 2.9355 -0.0888  -0.05
C 1.7513 -1.4186 -4.0834  -0.04
C -2.6720 -2.0615 -3.9756  -0.58
C 1.8402 0.7048 3.2973  -0.75
C -2.0999 -0.8106 -4.1303  -0.03
C 1.5905 -2.7309 -4.5137  -0.04
C -0.1767 -5.2946 2.2573  -0.04
C 1.3615 -3.4607 -2.2316  -0.08
C -0.8412 0.6385 -2.3560  -0.46
C 3.1981 -1.2261 0.3450  -0.30
C 1.4069 -3.7485 -3.5900  -0.06
C 1.5068 -2.1444 -1.8011  -0.32
C -0.9372 -4.6180 1.3123  -0.05
C 2.1958 1.0320 0.1771  -0.23
C 5.7530 -0.1201 0.4392  0.00
C -2.1152 -0.0590 -5.4290  -0.49
C 1.6869 -3.8333 1.8295  -0.10
C -4.1565 2.6647 1.0358  0.01
C 0.9329 -3.1643 0.8689  -0.41
C 2.3869 2.3732 -0.0623  -0.10
C -2.8969 -3.6903 -2.0976  -0.24
C 5.5863 -1.4749 0.5071  -0.04
C 3.3403 0.1883 0.3029  -0.21
C 1.7157 -1.1244 -2.7316  -0.09
C -3.7253 -6.0802 -1.0169  -0.07
C 4.7804 2.1447 0.1245  0.00
C -1.5666 -0.5468 -2.8453  -0.15
C 4.2953 -2.0410 0.4220  -0.05
C -2.0504 -4.7843 -2.1546  -0.02
H -1.6235 3.9485 3.8582  0.09
H 6.7479 0.3077 0.4561  0.13
H -3.0350 4.0981 2.1867  0.13
H -4.9703 1.0157 -0.0792  0.13
H -0.9739 -3.0318 -0.1312  0.08
H -0.2000 4.6586 3.0893  0.12
H 0.0041 3.4071 4.3120  0.10
H 3.8046 3.9933 -0.2826  0.12
H -1.9559 -4.9205 1.1076  0.11
H 4.1923 -3.1185 0.3834  0.12
H -4.8011 -2.9016 -1.5121  0.12
H 1.6195 -2.9591 -5.5708  0.12
H -1.8284 -6.8553 -1.6536  0.12
H 2.1846 2.6312 2.6972  0.17
H 3.4668 1.3629 4.3494  0.14
H 1.7178 -5.4300 3.2544  0.12
H -5.0625 3.2551 1.0188  0.13
H 1.5393 3.0324 -0.2315  0.11
H 1.3041 -4.7725 -3.9252  0.12
H 1.2121 -4.2600 -1.5177  0.11
H -0.6036 -6.1292 2.7971  0.12
H 1.9083 -0.6263 -4.8035  0.12
H 5.7749 2.5736 0.1155  0.13
H 6.4466 -2.1256 0.5840  0.12
H 1.8546 -0.1003 -2.4021  0.11
H -5.5441 -5.0534 -0.5209  0.11
H -4.0565 -7.0237 -0.6037  0.12
H -2.8239 -0.2422 -0.0609  0.11
H 2.6976 -3.5196 2.0528  0.10
H -1.2590 1.4459 -4.5744  0.06
H 3.2581 -0.3533 4.2583  0.13
H -1.0871 -4.6912 -2.6392  0.10

Forces on atoms 1 to 6 (eV/Å):
-0.07 0.00 0.07
-0.01 -0.01 0.00
0.02 -0.01 -0.02
-0.02 -0.03 -0.04
0.04 -0.03 -0.01
0.07 0.01 0.00